# C51H78N3O3V

C51H78N3O3V as an isolated structure (ωB97M-V/def2-TZVPD, OMol25).

XYZ file:
```
136
Properties=species:S:1:pos:R:3:mulliken_spin:R:1
V -0.070 0.398 -0.152 0.960
C -1.179 1.740 -7.586 0.000
C -1.738 0.445 -6.980 0.000
C -3.216 0.295 -7.366 0.000
C -0.964 -0.735 -7.568 0.000
C -1.612 0.513 -5.459 -0.002
C -0.867 -0.390 -4.726 0.002
C -0.747 -0.279 -3.341 0.005
C 0.169 -1.268 -2.657 0.004
N -0.066 -1.525 -1.212 0.000
C 0.991 -2.440 -0.701 0.014
C 2.040 -1.686 0.101 0.001
N 1.378 -0.760 1.045 -0.017
C 0.716 -1.491 2.158 0.006
C -0.657 -0.904 2.427 0.013
N -1.370 -0.721 1.144 -0.025
C -1.740 -2.026 0.523 0.013
C -1.422 -2.058 -0.964 -0.013
C -2.593 0.101 1.328 0.019
C -2.404 1.516 1.828 0.008
C -3.539 2.087 2.400 0.002
C -3.558 3.408 2.802 -0.002
C -2.370 4.124 2.671 0.003
C -1.189 3.601 2.163 0.000
C -1.238 2.275 1.686 -0.003
O -0.149 1.755 1.057 0.015
C 0.032 4.537 2.085 -0.003
C 0.025 5.506 3.280 -0.001
C 1.396 3.836 2.109 0.009
C -0.071 5.348 0.785 -0.002
C -4.797 4.092 3.373 0.000
C -4.496 4.591 4.794 0.000
C -5.168 5.285 2.481 0.000
C -5.997 3.147 3.437 0.000
C 2.345 0.210 1.630 0.008
C 3.051 1.145 0.681 0.006
C 4.201 1.761 1.173 0.001
C 4.864 2.730 0.449 0.000
C 4.355 3.044 -0.814 0.000
C 3.229 2.453 -1.362 -0.006
C 2.563 1.493 -0.572 0.003
O 1.458 0.866 -1.050 -0.017
C 2.728 2.834 -2.758 0.001
C 2.703 1.598 -3.671 0.000
C 3.636 3.873 -3.419 0.000
C 1.323 3.443 -2.669 0.000
C 6.102 3.460 0.966 0.000
C 6.503 2.992 2.365 0.000
C 5.810 4.965 1.027 0.000
C 7.280 3.205 0.014 0.000
C -1.408 0.756 -2.694 0.013
O -1.264 0.876 -1.342 -0.008
C -2.214 1.680 -3.384 -0.003
C -2.277 1.524 -4.759 0.002
C -3.014 2.772 -2.663 0.002
C -3.830 3.608 -3.650 0.000
C -2.100 3.739 -1.895 -0.001
C -4.002 2.118 -1.685 0.000
H -1.262 1.711 -8.674 0.000
H -0.125 1.866 -7.327 0.000
H -1.721 2.618 -7.233 0.000
H -3.315 0.245 -8.452 0.000
H -3.815 1.137 -7.017 0.000
H -3.638 -0.619 -6.944 0.000
H -1.083 -0.741 -8.652 0.000
H -1.334 -1.691 -7.191 0.000
H 0.105 -0.665 -7.355 0.000
H -0.349 -1.201 -5.222 0.000
H 1.201 -0.922 -2.733 0.001
H 0.101 -2.223 -3.191 0.001
H 1.468 -2.964 -1.532 0.001
H 0.519 -3.209 -0.090 -0.001
H 2.669 -1.090 -0.555 0.000
H 2.683 -2.390 0.639 -0.001
H 1.330 -1.444 3.059 0.000
H 0.641 -2.544 1.893 0.000
H -0.571 0.077 2.893 -0.004
H -1.232 -1.547 3.101 0.000
H -2.804 -2.217 0.675 0.000
H -1.211 -2.822 1.045 0.001
H -2.126 -1.438 -1.518 -0.003
H -1.518 -3.082 -1.342 -0.001
H -3.250 -0.425 2.029 -0.001
H -3.099 0.109 0.360 -0.003
H -4.427 1.474 2.498 0.000
H -2.370 5.156 2.992 0.000
H 0.001 4.963 4.227 0.000
H -0.812 6.203 3.265 0.000
H 0.935 6.106 3.256 0.000
H 1.476 3.138 2.947 0.001
H 2.173 4.594 2.237 0.000
H 1.606 3.299 1.190 -0.003
H -1.003 5.914 0.745 0.000
H -0.033 4.690 -0.086 0.001
H 0.762 6.053 0.716 0.000
H -3.672 5.306 4.806 0.000
H -4.232 3.759 5.450 0.000
H -5.375 5.088 5.210 0.000
H -4.362 6.018 2.428 0.000
H -6.051 5.790 2.878 0.000
H -5.392 4.955 1.464 0.000
H -5.801 2.289 4.083 0.000
H -6.278 2.782 2.447 0.000
H -6.856 3.679 3.848 0.000
H 3.097 -0.361 2.185 -0.001
H 1.776 0.799 2.353 0.001
H 4.554 1.475 2.157 0.000
H 4.876 3.792 -1.396 0.000
H 3.693 1.142 -3.734 0.000
H 2.400 1.892 -4.679 0.000
H 1.994 0.855 -3.313 0.000
H 4.653 3.500 -3.559 0.000
H 3.680 4.800 -2.844 0.000
H 3.235 4.116 -4.404 0.000
H 0.603 2.745 -2.249 0.001
H 0.977 3.723 -3.667 0.000
H 1.334 4.344 -2.050 0.000
H 5.712 3.177 3.095 0.000
H 7.387 3.540 2.691 0.000
H 6.750 1.928 2.381 0.000
H 4.977 5.171 1.702 0.000
H 5.557 5.369 0.045 0.000
H 6.687 5.504 1.392 0.000
H 7.508 2.139 -0.043 0.000
H 8.170 3.727 0.370 0.000
H 7.067 3.560 -0.995 0.000
H -2.877 2.219 -5.328 0.000
H -3.194 4.119 -4.375 0.000
H -4.375 4.373 -3.095 0.000
H -4.564 3.007 -4.190 0.000
H -1.432 4.267 -2.578 0.000
H -1.496 3.232 -1.145 0.002
H -2.713 4.483 -1.381 0.000
H -4.646 1.401 -2.199 0.000
H -4.636 2.884 -1.234 0.000
H -3.477 1.610 -0.879 -0.001
```

The calculation puts the HOMO-LUMO gap (spin up / spin down) at 7.08 / 7.82 eV. Its spin multiplicity is 2. The charge is +1. Its lowest unoccupied orbital energy (spin up / spin down) is -3.3 / -2.6 eV.

---

# C51H93N2O26

A 8-piece molecular cluster, C51H93N2O26 overall at a distorted geometry (ωB97M-V/def2-TZVPD, OMol25).

XYZ file:
```
172
Properties=species:S:1:pos:R:3:mulliken_charge:R:1
C 6.021 -1.191 1.789 -0.321
O 6.662 -0.631 2.904 -0.440
C 7.366 0.583 2.623 -0.403
C 6.684 1.744 3.307 -1.054
C 5.395 2.214 2.611 -0.403
C 4.142 1.528 3.142 -0.699
C 2.893 1.895 2.314 -1.372
C 2.055 0.708 1.817 -0.679
C 2.585 0.136 0.498 -0.467
C 1.523 -0.393 -0.460 -0.068
C 0.693 -1.567 0.025 0.162
C -0.382 -1.156 1.049 -1.497
C -1.770 -1.691 0.671 -1.303
C -2.909 -0.892 1.330 -0.295
C -3.924 -0.497 0.258 -1.131
C -4.999 0.465 0.792 -0.650
C -5.253 1.648 -0.149 -0.827
C -5.669 2.904 0.629 -1.032
C -4.477 3.594 1.267 -0.454
O -4.268 3.017 2.565 -0.282
C -3.216 3.457 3.284 0.735
C -2.644 4.823 3.043 -1.031
O -2.752 2.733 4.118 -0.563
N 1.618 -2.586 0.520 -0.338
C 2.615 -3.000 -0.445 -0.307
O 3.925 -2.966 0.083 -0.563
C 2.590 -2.268 -1.775 -1.002
N 2.231 -0.807 -1.725 0.762
C 1.531 -0.381 -2.982 -0.863
C 2.518 0.118 -4.039 0.121
O 2.590 -0.490 -5.074 -0.534
C 3.313 1.355 -3.831 0.649
C 4.242 1.541 -2.823 -0.071
C 4.964 2.709 -2.712 -0.937
C 4.773 3.715 -3.637 -0.571
C 3.842 3.538 -4.637 -0.837
C 3.118 2.375 -4.746 -0.380
H 5.766 -0.452 1.033 0.002
H 5.077 -1.604 2.137 0.188
H 6.586 -2.002 1.331 0.281
H 7.417 0.794 1.556 0.271
H 8.375 0.451 2.998 0.462
H 6.463 1.496 4.340 0.370
H 7.393 2.570 3.305 0.442
H 5.316 3.278 2.805 0.476
H 5.499 2.042 1.540 0.034
H 3.995 1.938 4.136 0.456
H 4.292 0.461 3.271 0.402
H 3.205 2.507 1.472 0.543
H 2.229 2.468 2.950 0.445
H 2.170 -0.067 2.567 0.400
H 1.018 1.001 1.752 0.309
H 3.073 0.961 -0.026 0.811
H 3.361 -0.595 0.689 -0.495
H 0.840 0.427 -0.647 0.837
H 0.139 -2.018 -0.804 0.797
H -0.107 -1.456 2.051 0.470
H -0.470 -0.080 0.960 0.247
H -1.911 -1.626 -0.403 0.654
H -1.798 -2.750 0.923 0.414
H -3.444 -1.567 1.988 0.184
H -2.556 -0.011 1.856 0.417
H -3.362 -0.062 -0.568 0.553
H -4.382 -1.389 -0.158 0.318
H -4.716 0.802 1.781 0.440
H -5.914 -0.109 0.857 0.386
H -6.044 1.393 -0.847 0.472
H -4.361 1.885 -0.719 0.360
H -6.391 2.630 1.386 0.383
H -6.103 3.611 -0.070 0.409
H -4.678 4.658 1.330 0.399
H -3.597 3.454 0.642 0.324
H -2.262 5.166 3.992 0.346
H -1.823 4.760 2.336 0.243
H -3.371 5.531 2.669 0.388
H 1.115 -3.397 0.852 0.310
H 2.410 -4.034 -0.692 0.635
H 3.853 -2.984 1.042 0.446
H 3.596 -2.327 -2.171 0.315
H 1.963 -2.816 -2.461 0.527
H 3.109 -0.294 -1.737 -0.380
H 0.984 -1.200 -3.424 0.380
H 0.823 0.411 -2.766 0.505
H 4.454 0.771 -2.092 0.802
H 5.667 2.811 -1.907 0.497
H 5.350 4.619 -3.567 0.443
H 3.711 4.329 -5.356 0.446
H 2.408 2.268 -5.548 0.453
C 0.360 4.854 -2.903 -0.565
O -0.203 6.068 -3.395 -0.344
C 0.049 6.303 -4.686 0.774
O 0.683 5.586 -5.415 -0.522
O -0.526 7.452 -5.016 -0.325
C -0.331 7.834 -6.387 -0.796
H 0.081 4.790 -1.854 0.271
H -0.048 3.997 -3.439 0.272
H 1.445 4.868 -2.988 0.267
H -0.759 7.091 -7.056 0.344
H 0.727 7.970 -6.598 0.370
H -0.849 8.779 -6.519 0.255
C -7.201 10.241 -5.618 -0.630
O -6.521 9.102 -5.081 -0.335
C -5.258 8.982 -5.479 0.727
O -4.674 9.727 -6.222 -0.545
O -4.743 7.890 -4.912 -0.348
C -3.379 7.648 -5.261 -0.544
H -8.209 10.215 -5.216 0.220
H -6.711 11.162 -5.307 0.297
H -7.244 10.186 -6.703 0.297
H -2.751 8.471 -4.935 0.295
H -3.284 7.497 -6.336 0.353
H -3.075 6.743 -4.744 0.220
C -3.430 2.452 -6.956 -0.570
O -2.800 1.284 -6.419 -0.317
C -1.585 1.047 -6.907 0.805
O -1.004 1.715 -7.719 -0.545
O -1.112 -0.061 -6.329 -0.344
C 0.200 -0.430 -6.767 -0.304
H -4.402 2.524 -6.478 0.223
H -2.847 3.342 -6.727 0.225
H -3.563 2.357 -8.031 0.299
H 0.912 0.353 -6.533 0.019
H 0.210 -0.637 -7.835 0.424
H 0.468 -1.332 -6.228 0.167
C 8.994 -2.678 3.783 -0.208
O 10.373 -3.048 3.836 -0.344
C 11.025 -2.560 4.892 0.766
O 10.550 -1.864 5.751 -0.541
O 12.288 -2.974 4.828 -0.327
C 13.111 -2.522 5.907 -0.625
H 8.581 -3.131 2.886 0.206
H 8.460 -3.058 4.652 0.314
H 8.886 -1.600 3.719 -0.009
H 12.734 -2.891 6.858 0.294
H 13.164 -1.435 5.920 0.295
H 14.101 -2.929 5.728 0.218
C -3.413 -1.265 5.827 -0.620
O -3.630 -2.371 4.943 -0.145
C -3.959 -3.505 5.572 0.604
O -4.091 -3.631 6.757 -0.548
O -4.159 -4.465 4.668 -0.242
C -4.601 -5.702 5.238 -0.656
H -3.161 -0.414 5.201 0.124
H -4.316 -1.042 6.391 0.317
H -2.587 -1.473 6.504 0.323
H -5.559 -5.575 5.737 0.307
H -3.861 -6.092 5.936 0.320
H -4.724 -6.406 4.420 0.207
C -9.038 -4.872 3.053 -0.610
O -9.546 -6.166 2.721 -0.312
C -8.645 -7.143 2.785 0.825
O -7.486 -7.014 3.088 -0.535
O -9.245 -8.284 2.459 -0.325
C -8.393 -9.431 2.487 -0.617
H -9.871 -4.182 2.959 0.221
H -8.669 -4.855 4.076 0.277
H -8.248 -4.580 2.363 0.281
H -7.998 -9.591 3.488 0.290
H -7.579 -9.321 1.773 0.287
H -9.009 -10.278 2.203 0.219
C 1.029 -9.885 0.069 -0.616
O 0.437 -9.597 1.340 -0.326
C -0.087 -8.387 1.455 0.808
O -0.104 -7.533 0.596 -0.564
O -0.592 -8.263 2.670 -0.320
C -1.212 -7.001 2.934 -0.541
H 1.408 -10.900 0.130 0.221
H 0.285 -9.826 -0.723 0.292
H 1.855 -9.206 -0.134 0.286
H -2.054 -6.841 2.264 0.293
H -0.492 -6.188 2.844 0.249
H -1.573 -7.034 3.957 0.219
```

The calculation puts the HOMO-LUMO gap at 9.08 eV. The charge is +1. Its lowest unoccupied orbital energy is -2.7 eV.

---

# C51H97BrN15

A 9-piece molecular cluster, C51H97BrN15 overall at a distorted geometry (ωB97M-V/def2-TZVPD, OMol25).

XYZ file:
```
164
Properties=species:S:1:pos:R:3:mulliken_charge:R:1
C -14.462 -24.665 -2.351 0.007
C -13.254 -24.206 -1.552 -0.443
N -13.037 -24.668 -0.160 0.485
C -11.846 -24.561 0.593 -0.283
C -12.100 -25.205 1.825 -0.608
N -13.445 -25.595 1.903 0.078
C -13.991 -25.308 0.624 -0.385
C -13.973 -26.291 3.091 -0.799
H -14.575 -24.009 -3.214 -0.090
H -15.394 -24.501 -1.810 0.665
H -14.219 -25.649 -2.752 -0.553
H -13.346 -23.120 -1.538 0.040
H -12.429 -24.581 -2.156 0.408
H -10.962 -24.028 0.274 0.494
H -11.400 -25.253 2.646 0.479
H -14.980 -25.555 0.267 0.449
H -13.156 -26.907 3.468 0.350
H -14.926 -26.764 2.855 0.328
H -14.093 -25.550 3.881 0.380
C -15.271 -18.349 -6.222 -1.184
C -13.888 -18.917 -6.400 -0.133
N -13.114 -19.201 -5.254 0.258
C -12.733 -18.359 -4.256 -0.479
C -12.135 -19.037 -3.221 -0.473
N -11.999 -20.351 -3.713 0.369
C -12.642 -20.429 -4.954 -0.105
C -11.271 -21.420 -3.068 -0.911
H -15.039 -17.412 -5.716 0.464
H -15.685 -19.025 -5.474 0.167
H -15.898 -18.378 -7.114 0.384
H -13.379 -18.108 -6.926 0.357
H -13.973 -19.802 -7.030 0.007
H -13.150 -17.372 -4.385 0.474
H -11.780 -18.774 -2.235 0.549
H -12.563 -21.297 -5.591 0.260
H -11.364 -22.340 -3.645 0.101
H -11.623 -21.486 -2.039 0.431
H -10.216 -21.149 -3.023 0.429
C -9.020 -19.968 -10.365 -1.087
C -10.218 -19.560 -9.559 -0.578
N -11.300 -20.665 -9.445 0.233
C -11.260 -21.619 -8.467 -0.894
C -12.242 -22.577 -8.626 -0.352
N -13.000 -22.124 -9.709 0.195
C -12.353 -20.969 -10.189 -0.275
C -14.314 -22.608 -10.235 -0.725
H -8.229 -19.244 -10.173 0.380
H -9.151 -19.947 -11.447 0.359
H -8.637 -20.949 -10.084 0.335
H -10.693 -18.616 -9.829 0.446
H -9.831 -19.351 -8.561 0.286
H -10.299 -21.673 -7.976 0.595
H -12.406 -23.477 -8.051 0.691
H -12.514 -20.526 -11.161 0.486
H -14.405 -22.517 -11.317 0.402
H -15.073 -21.925 -9.853 0.284
H -14.550 -23.590 -9.823 0.156
C -20.886 -23.333 -11.610 -0.817
C -20.308 -22.006 -12.017 -0.476
N -19.480 -21.322 -10.919 0.183
C -19.707 -20.072 -10.302 -0.505
C -18.868 -19.933 -9.201 -0.305
N -18.103 -21.134 -9.150 0.449
C -18.388 -21.870 -10.316 -0.331
C -17.153 -21.518 -8.116 -0.837
H -20.013 -23.803 -11.158 0.105
H -21.112 -24.022 -12.424 0.387
H -21.695 -23.211 -10.889 0.303
H -21.058 -21.343 -12.450 0.395
H -19.653 -22.060 -12.886 0.335
H -20.573 -19.468 -10.528 0.430
H -18.933 -19.195 -8.415 0.454
H -17.936 -22.835 -10.490 0.426
H -16.807 -22.551 -8.169 0.119
H -17.554 -21.292 -7.128 0.321
H -16.265 -20.888 -8.154 0.229
C -13.412 -27.521 -8.970 -0.582
C -13.678 -28.313 -10.328 -1.093
N -14.788 -29.309 -10.237 0.195
C -16.075 -29.133 -10.833 -0.399
C -16.868 -30.200 -10.427 -0.657
N -15.999 -31.097 -9.742 0.153
C -14.779 -30.553 -9.644 0.005
C -16.398 -32.371 -9.166 -0.878
H -12.769 -28.108 -8.315 0.364
H -14.271 -27.287 -8.341 0.054
H -12.820 -26.614 -9.092 0.471
H -12.809 -28.874 -10.670 0.503
H -13.896 -27.693 -11.198 0.348
H -16.364 -28.297 -11.452 0.490
H -17.899 -30.440 -10.637 0.508
H -13.870 -30.954 -9.222 0.466
H -17.194 -32.229 -8.436 0.324
H -15.584 -32.986 -8.783 0.354
H -16.886 -32.993 -9.916 0.377
C -17.947 -25.637 -7.979 -0.764
C -16.513 -26.362 -7.815 -0.211
N -16.539 -27.253 -6.619 0.889
C -16.159 -26.956 -5.276 -0.151
C -16.534 -28.051 -4.505 -1.489
N -16.910 -29.127 -5.346 0.315
C -17.052 -28.522 -6.605 -0.667
C -17.358 -30.424 -4.912 -0.998
H -18.144 -24.996 -7.119 -0.047
H -18.752 -26.362 -8.104 0.463
H -17.896 -25.034 -8.885 0.190
H -15.746 -25.599 -7.683 0.180
H -16.398 -27.047 -8.655 -0.060
H -15.710 -25.997 -5.067 0.738
H -16.614 -28.114 -3.430 0.650
H -17.442 -28.993 -7.494 0.606
H -18.150 -30.758 -5.582 0.357
H -17.609 -30.419 -3.851 0.385
H -16.525 -31.116 -5.034 0.424
C -11.972 -25.658 -5.128 -0.592
C -11.639 -27.146 -5.062 -0.318
N -12.378 -27.703 -3.922 0.453
C -12.161 -27.411 -2.608 -0.594
C -13.005 -28.128 -1.761 -0.801
N -13.592 -29.057 -2.545 0.198
C -13.226 -28.774 -3.873 -0.480
C -14.657 -30.041 -2.237 -0.836
H -11.692 -25.251 -6.099 0.457
H -11.364 -25.062 -4.446 0.325
H -13.043 -25.466 -5.191 -0.102
H -10.603 -27.445 -4.899 0.376
H -12.182 -27.562 -5.911 0.007
H -11.432 -26.629 -2.457 0.736
H -13.135 -28.106 -0.689 0.709
H -13.468 -29.404 -4.717 0.464
H -15.061 -30.472 -3.153 0.202
H -15.430 -29.519 -1.674 0.377
H -14.207 -30.837 -1.643 0.395
C -15.711 -19.454 -1.274 -1.668
C -15.564 -20.740 -2.089 0.764
C -16.624 -21.768 -1.908 0.981
C -17.963 -21.377 -2.601 -1.442
N -18.964 -22.557 -2.791 0.404
C -18.540 -23.620 -3.807 -0.154
C -19.816 -24.237 -4.385 -0.588
C -20.704 -22.982 -4.518 -0.633
C -20.237 -21.994 -3.474 -0.492
C -19.290 -23.141 -1.333 -0.878
H -14.867 -18.766 -1.221 0.419
H -15.822 -19.633 -0.204 0.410
H -16.576 -18.860 -1.569 0.372
H -14.574 -21.154 -1.900 -0.304
H -15.422 -20.344 -3.095 -0.378
H -16.808 -21.976 -0.854 0.520
H -16.303 -22.758 -2.233 -0.840
H -17.827 -20.913 -3.578 0.266
H -18.441 -20.521 -2.124 0.747
H -17.768 -24.278 -3.410 0.108
H -18.109 -23.026 -4.613 0.070
H -20.277 -24.755 -3.545 0.353
H -19.826 -24.871 -5.272 0.404
H -21.737 -23.207 -4.251 0.373
H -20.493 -22.613 -5.522 0.294
H -20.971 -22.034 -2.669 0.305
H -20.049 -20.993 -3.862 0.317
H -18.377 -23.716 -1.180 0.250
H -20.184 -23.741 -1.500 0.510
H -19.335 -22.250 -0.706 0.329
Br -14.905 -23.352 -6.082 -0.374
```

The calculation puts the HOMO-LUMO gap at 8.63 eV. The charge is +7. Its lowest unoccupied orbital energy is -13.9 eV.

---

Results for molar mass: 832.1; 1150.3; 1000.3 (in g/mol, following the order of the records).